[1]
The following is a quantum chemistry calculation of C37H48CeIN8O2S2Si as an isolated structure in a non-equilibrium geometry, from the Open Molecules 2025 dataset.

Its multiplicity is 2. Its net charge is 0. Its HOMO energy (alpha / beta) is -7.4 / -7.4 eV. Its frontier orbital gap (alpha / beta) is 0.28011 / 0.28082 Ha.

Last column: Löwdin spin population.
Atoms and positions in Å:
1 Ce -0.215 0.191 0.199  1.016
2 N 0.722 -2.582 0.344  0.000
3 N -0.149 -3.595 0.707  0.000
4 C -1.107 -3.376 1.614  0.000
5 N -1.916 -4.431 1.858  0.000
6 S -1.269 -1.938 2.466  -0.001
7 H 0.858 -2.615 -0.663  0.000
8 H 1.614 -2.707 0.797  0.000
9 H -0.077 -4.485 0.243  0.000
10 H -2.021 -5.161 1.173  0.000
11 H -2.713 -4.236 2.438  0.000
12 S 4.535 0.543 1.736  0.000
13 C 3.723 0.273 3.232  0.000
14 C 4.207 0.457 4.524  0.000
15 C 3.377 0.145 5.582  0.000
16 C 2.093 -0.361 5.348  0.000
17 C 1.618 -0.542 4.061  0.000
18 C 2.431 -0.199 2.980  0.000
19 N 2.107 -0.309 1.610  0.000
20 C 3.118 0.020 0.857  0.000
21 C 3.116 -0.006 -0.619  0.000
22 C 4.341 0.131 -1.284  0.000
23 C 4.377 0.168 -2.669  0.000
24 C 3.181 0.062 -3.372  0.000
25 C 1.982 -0.073 -2.685  -0.001
26 C 1.882 -0.108 -1.289  -0.005
27 H 5.213 0.827 4.696  0.000
28 H 3.724 0.288 6.600  0.000
29 H 1.460 -0.622 6.190  0.000
30 H 0.637 -0.952 3.880  0.000
31 H 5.268 0.199 -0.722  0.000
32 H 5.321 0.272 -3.190  0.000
33 H 3.187 0.089 -4.459  0.000
34 H 1.076 -0.154 -3.282  0.000
35 O 1.689 2.456 0.318  -0.001
36 C 2.117 3.126 -0.875  0.000
37 C 1.328 4.398 -1.114  0.000
38 C -0.183 4.146 -1.064  0.000
39 C -0.680 3.310 -2.206  0.000
40 C -0.976 3.898 -3.431  0.000
41 C -1.466 3.123 -4.465  0.000
42 C -1.666 1.768 -4.248  0.000
43 C -1.349 1.254 -3.006  0.000
44 N -0.853 1.994 -2.004  -0.001
45 H 1.752 3.066 1.060  0.000
46 H 1.957 2.415 -1.683  0.000
47 H 3.187 3.338 -0.827  0.000
48 H 1.627 4.812 -2.082  0.000
49 H 1.580 5.141 -0.349  0.000
50 H -0.706 5.104 -1.068  0.000
51 H -0.424 3.637 -0.134  0.000
52 H -0.833 4.966 -3.556  0.000
53 H -1.701 3.570 -5.425  0.000
54 H -2.061 1.121 -5.020  0.000
55 H -1.519 0.206 -2.784  0.000
56 I -0.669 -5.145 -6.133  0.000
57 C -0.454 -4.072 -4.386  0.000
58 C -1.354 -3.187 -3.846  0.000
59 N -0.803 -2.728 -2.704  0.000
60 N 0.390 -3.286 -2.455  0.000
61 C 0.618 -4.104 -3.477  0.000
62 H -2.323 -2.859 -4.200  0.000
63 H -1.238 -2.064 -2.017  0.000
64 H 1.536 -4.674 -3.532  0.000
65 C -5.376 2.067 1.033  0.000
66 N -4.628 3.117 0.360  0.000
67 C -5.208 3.436 -0.930  0.000
68 C -3.215 2.781 0.229  0.000
69 C -2.438 2.786 1.541  -0.001
70 C -2.847 3.687 2.527  0.000
71 C -2.230 3.707 3.773  0.000
72 C -1.194 2.820 4.024  0.000
73 C -0.776 1.960 3.014  0.000
74 C -1.353 1.902 1.733  -0.005
75 H -6.406 2.392 1.196  0.000
76 H -4.921 1.859 2.004  0.000
77 H -5.391 1.128 0.455  0.000
78 H -6.279 3.611 -0.818  0.000
79 H -5.070 2.632 -1.674  0.000
80 H -4.753 4.346 -1.327  0.000
81 H -2.789 3.523 -0.451  0.000
82 H -3.091 1.799 -0.250  0.000
83 H -3.678 4.349 2.312  0.000
84 H -2.569 4.392 4.543  0.000
85 H -0.713 2.795 4.998  0.000
86 H 0.061 1.308 3.261  0.000
87 C -4.628 -0.882 -2.033  0.000
88 Si -3.485 -1.651 -0.767  0.000
89 C -3.559 -3.515 -1.085  0.000
90 C -4.252 -1.310 0.909  0.000
91 O -1.950 -1.111 -0.922  -0.003
92 H -5.639 -1.299 -1.931  0.000
93 H -4.290 -1.074 -3.063  0.000
94 H -4.699 0.205 -1.907  0.000
95 H -3.850 -3.727 -2.125  0.000
96 H -4.302 -3.995 -0.434  0.000
97 H -2.587 -3.995 -0.919  0.000
98 H -4.166 -2.169 1.579  0.000
99 H -5.319 -1.070 0.809  0.000
100 H -3.760 -0.466 1.403  0.000

***

[2]
The following is a quantum chemistry calculation of a 2-piece molecular cluster, C4H12 overall in a non-equilibrium geometry, from the Open Molecules 2025 dataset.

Its net charge is 0. Its HOMO energy is -11.2 eV. Its frontier orbital gap is 0.45515 Ha. As for the energy relative to the best compared isomer or geometry (same formula, charge and spin): 45.3 kJ/mol. The SMILES is CC.CC.

Last column: natural (NBO) charge in e.
Atoms and positions in Å:
1 C -0.084 -0.044 -1.487  -0.618
2 C -0.128 0.135 -2.999  -0.610
3 H 0.522 -0.885 -1.174  0.211
4 H 0.148 0.940 -1.066  0.207
5 H -1.128 -0.053 -0.994  0.202
6 H 0.843 0.341 -3.488  0.205
7 H -0.859 0.887 -3.248  0.204
8 H -0.463 -0.787 -3.504  0.198
9 C -0.577 0.182 2.253  -0.608
10 C 0.875 -0.323 2.187  -0.611
11 H -1.151 -0.467 2.909  0.203
12 H -0.653 1.189 2.603  0.203
13 H -1.051 0.233 1.257  0.199
14 H 0.965 -1.171 1.514  0.207
15 H 1.154 -0.676 3.223  0.199
16 H 1.587 0.499 2.016  0.207